w:
Formula: C5H7NO
Source: the OMol25 dataset
Level of theory: wB97M-V/def2-TZVPD

CARTESIAN COORDINATES (ANGSTROEM)
H1 -2.413 1.113 1.354
N1 -2.119 0.144 1.256
C1 -0.893 -0.008 1.018
C2 0.536 0.433 0.924
C3 0.921 -0.457 -0.228
C4 0.367 -0.068 -1.601
O1 -0.703 0.832 -1.471
C5 0.083 -1.049 0.848
H2 1.218 0.875 1.643
H3 1.946 -0.832 -0.234
H4 1.177 0.389 -2.191
H5 -0.003 -0.942 -2.144
H6 -0.456 1.397 -0.723
H7 0.339 -1.829 1.549

Summary:
Frontier orbital gap (eV): 10.436
E_HOMO (eV): -9.5
Structure (SMILES): [H]/N=C1\[C@@H]2[C@H](CO)[C@H]12

=====

x:
Formula: C5H7NO
Source: the OMol25 dataset
Level of theory: wB97M-V/def2-TZVPD

CARTESIAN COORDINATES (ANGSTROEM)
N1 2.738 0.112 -0.231
C1 1.519 -0.039 0.031
O1 0.838 -1.237 0.197
C2 -0.230 -0.669 -0.611
C3 -1.504 -0.450 0.176
C4 -0.870 0.842 0.762
C5 0.292 0.758 -0.279
H1 3.167 -0.817 -0.253
H2 -0.170 -1.092 -1.614
H3 -1.784 -1.253 0.861
H4 -2.338 -0.231 -0.498
H5 -0.565 0.769 1.808
H6 -1.490 1.734 0.642
H7 0.398 1.574 -0.991

Summary:
Frontier orbital gap (eV): 11.024
E_HOMO (eV): -10.0

=====

Short version: w is the least stable of them.

=====

w:
Formula: H3O2
Source: the OMol25 dataset
Level of theory: wB97M-V/def2-TZVPD

CARTESIAN COORDINATES (ANGSTROEM)
O1 -0.510 -1.013 -0.795
H1 -1.397 -1.095 -0.442
O2 0.481 1.041 0.702
H2 1.271 0.532 0.944
H3 -0.070 -0.301 -0.226

Summary:
Net charge: -1
Frontier orbital gap (eV): 8.042
E_HOMO (eV): -2.8

=====

x:
Formula: H3O2
Source: the OMol25 dataset
Level of theory: wB97M-V/def2-TZVPD

CARTESIAN COORDINATES (ANGSTROEM)
O1 -0.055 0.444 1.195
H1 -0.193 -0.480 1.291
O2 -0.125 -0.438 -1.144
H2 0.413 0.192 -1.516
H3 -0.039 0.282 0.174

Summary:
Net charge: -1
Frontier orbital gap (eV): 8.892
E_HOMO (eV): -3.1

=====

Short version: x is the least stable of them.

=====

w:
Formula: H26O13
Source: the OMol25 dataset
Level of theory: wB97M-V/def2-TZVPD

CARTESIAN COORDINATES (ANGSTROEM)
O1 3.395 0.657 2.249
H1 3.017 1.555 2.262
H2 4.185 0.733 1.699
O2 -0.428 -1.164 -3.623
H3 -1.335 -1.507 -3.535
H4 0.044 -1.631 -2.906
O3 -2.853 -0.130 0.070
H5 -2.278 -0.685 0.629
H6 -3.423 0.338 0.689
O4 -1.331 -2.251 0.480
H7 -0.867 -2.448 1.298
H8 -0.749 -2.594 -0.227
O5 2.218 1.577 -1.629
H9 1.919 1.503 -2.543
H10 1.530 1.072 -1.123
O6 0.502 -2.937 -1.657
H11 0.413 -3.758 -2.164
H12 1.450 -2.851 -1.469
O7 1.758 2.773 1.138
H13 1.681 3.707 0.899
H14 1.840 2.317 0.282
O8 -0.360 1.977 -3.441
H15 -0.137 1.043 -3.299
H16 -1.081 2.141 -2.823
O9 0.022 0.375 -0.350
H17 -0.594 -0.286 -0.693
H18 0.056 0.198 0.605
O10 -2.997 -1.310 -2.565
H19 -3.939 -1.183 -2.422
H20 -2.575 -1.092 -1.708
O11 1.535 -0.846 3.795
H21 2.258 -0.246 3.518
H22 1.928 -1.725 3.790
O12 -0.799 2.272 2.254
H23 -1.452 2.645 1.650
H24 0.075 2.549 1.897
O13 -1.204 -0.501 2.959
H25 -1.087 0.419 2.641
H26 -0.337 -0.706 3.372

Summary:
Frontier orbital gap (eV): 10.558
E_HOMO (eV): -10.7

=====

x:
Formula: H26O13
Source: the OMol25 dataset
Level of theory: wB97M-V/def2-TZVPD

CARTESIAN COORDINATES (ANGSTROEM)
O1 3.714 -0.951 0.131
H1 3.239 -1.626 0.623
H2 3.114 -0.189 0.112
O2 -0.239 1.469 2.769
H3 -0.348 1.998 3.570
H4 -0.919 0.788 2.827
O3 1.084 -0.669 -2.852
H5 0.666 -0.441 -2.009
H6 0.533 -0.232 -3.509
O4 -2.406 2.782 -1.399
H7 -1.866 2.096 -1.813
H8 -1.978 2.957 -0.548
O5 -0.292 3.117 0.476
H9 -0.015 3.960 0.850
H10 -0.373 2.517 1.238
O6 -1.813 0.420 -3.564
H11 -2.652 0.800 -3.840
H12 -2.065 -0.251 -2.911
O7 1.799 -2.454 1.785
H13 2.447 -3.172 1.778
H14 1.224 -2.673 2.525
O8 1.228 -4.065 -0.599
H15 0.319 -4.203 -0.879
H16 1.212 -3.240 -0.097
O9 2.550 0.662 3.095
H17 1.607 0.836 3.023
H18 2.683 -0.186 2.656
O10 2.472 1.545 0.061
H19 3.224 1.944 -0.388
H20 1.754 2.185 -0.029
O11 -3.036 -1.773 -2.083
H21 -3.160 -1.239 -1.287
H22 -2.661 -2.604 -1.779
O12 -3.068 -0.134 0.462
H23 -3.078 -0.327 1.405
H24 -3.521 0.716 0.362
O13 -0.336 -0.200 -0.408
H25 0.212 -0.031 0.366
H26 -1.259 -0.132 -0.121

Summary:
Frontier orbital gap (eV): 8.770
E_HOMO (eV): -9.9

=====

Short version: x is the least stable of them.

=====

w:
Formula: H26O13
Source: the OMol25 dataset
Level of theory: wB97M-V/def2-TZVPD

CARTESIAN COORDINATES (ANGSTROEM)
H1 0.910 -0.217 0.105
H2 -0.576 0.059 0.267
H3 -3.497 1.651 -2.585
H4 -3.047 0.495 -1.706
H5 1.909 -2.997 -1.331
H6 2.109 -2.798 0.163
H7 2.827 -2.850 2.412
H8 1.659 -3.299 3.274
H9 -0.008 1.540 -2.620
H10 -1.225 2.191 -1.983
H11 4.029 3.021 -1.501
H12 3.261 3.116 -0.193
H13 -0.406 -1.528 2.109
H14 -1.755 -1.958 1.556
H15 -4.181 -1.218 -0.515
H16 -2.835 -1.015 -1.190
H17 -2.295 1.318 2.081
H18 -2.426 2.281 3.250
H19 1.626 3.654 3.126
H20 2.624 2.736 2.440
H21 -1.278 -1.953 -1.620
H22 -1.355 -2.094 -0.109
H23 -3.249 1.811 -0.155
H24 -2.744 3.170 -0.610
H25 4.530 -1.036 -1.415
H26 3.416 -0.763 -2.412
O1 0.145 -0.464 0.636
O2 -2.783 1.012 -2.476
O3 1.450 -2.706 -0.534
O4 1.864 -2.881 2.430
O5 -0.392 1.760 -1.763
O6 4.101 2.819 -0.562
O7 -0.817 -2.180 1.530
O8 -3.325 -1.641 -0.646
O9 -2.910 1.601 2.767
O10 2.085 3.521 2.290
O11 -1.060 -2.557 -0.901
O12 -2.471 2.251 -0.516
O13 4.360 -0.949 -2.360

Summary:
Frontier orbital gap (eV): 8.812
E_HOMO (eV): -9.2

=====

x:
Formula: H26O13
Source: the OMol25 dataset
Level of theory: wB97M-V/def2-TZVPD

CARTESIAN COORDINATES (ANGSTROEM)
H1 -0.014 0.733 -0.087
H2 0.918 -0.021 -0.840
H3 5.213 -1.362 1.047
H4 3.795 -1.489 0.704
H5 -0.480 2.622 2.558
H6 -0.760 1.817 3.725
H7 -4.046 -1.159 0.292
H8 -2.867 -1.934 -0.437
H9 -0.423 -4.789 -0.754
H10 -1.565 -4.082 0.158
H11 -0.096 -1.021 1.583
H12 -1.164 -0.071 0.822
H13 5.063 1.858 -1.471
H14 3.666 2.653 -1.237
H15 2.049 -0.697 -3.929
H16 0.676 -0.379 -4.060
H17 -5.203 1.026 0.921
H18 -4.261 0.615 -0.216
H19 -0.087 -3.385 0.980
H20 1.194 -3.759 0.244
H21 1.350 0.842 3.840
H22 2.036 -0.372 3.341
H23 -0.221 4.973 0.098
H24 0.546 4.791 -1.116
H25 -2.112 0.562 -1.992
H26 -2.789 1.850 -2.534
O1 0.069 0.450 -0.969
O2 4.677 -1.647 0.291
O3 -0.100 2.426 3.429
O4 -3.252 -1.084 -0.327
O5 -0.933 -3.989 -0.621
O6 -0.329 -0.600 0.740
O7 4.057 1.824 -1.528
O8 1.477 -0.117 -3.585
O9 -4.824 0.272 0.501
O10 0.660 -3.025 0.602
O11 1.164 0.099 3.249
O12 -0.337 4.647 -0.747
O13 -2.746 0.921 -2.677

Summary:
Frontier orbital gap (eV): 8.983
E_HOMO (eV): -8.9

=====

y:
Formula: H26O13
Source: the OMol25 dataset
Level of theory: wB97M-V/def2-TZVPD

CARTESIAN COORDINATES (ANGSTROEM)
O1 11.885 24.427 18.367
H1 11.719 23.732 19.004
H2 12.457 24.022 17.714
O2 9.852 25.163 21.474
H3 9.364 25.441 22.249
H4 10.311 25.952 21.184
O3 8.873 24.145 19.952
H5 8.242 23.856 20.611
H6 9.440 24.761 20.416
O4 9.262 28.849 19.246
H7 9.747 28.572 18.469
H8 8.808 28.059 19.539
O5 10.934 27.067 21.185
H9 10.969 26.848 20.254
H10 10.026 27.331 21.335
O6 8.503 26.692 18.651
H11 8.190 26.750 17.748
H12 7.950 26.023 19.055
O7 11.742 27.778 18.911
H13 12.000 28.393 19.597
H14 12.563 27.537 18.483
O8 10.108 26.052 17.055
H15 9.197 26.060 16.761
H16 10.368 25.132 17.005
O9 10.613 26.016 19.384
H17 9.743 26.401 19.282
H18 10.749 25.513 18.581
O10 11.874 24.573 20.725
H19 10.952 24.817 20.814
H20 11.858 23.630 20.563
O11 10.407 23.797 17.001
H21 11.219 23.977 17.475
H22 10.681 23.289 16.238
O12 10.188 28.001 17.561
H23 10.831 27.933 18.266
H24 9.948 27.095 17.366
O13 13.131 26.175 18.062
H25 12.993 25.927 17.148
H26 12.548 25.600 18.558

Summary:
Frontier orbital gap (eV): 6.977
E_HOMO (eV): -7.7

=====

Short version: y is the least stable of them.